(1)
The following is a DFT calculation (wB97M-V/def2-TZVPD) of an isolated molecule of C2H5ClN2.

## Properties
Orbital gap: 10.101 eV
Highest occupied orbital energy: -9.429 eV
SMILES: [H]/N=C(\N)CCl

XYZ file:
```
10
C2H5ClN2 (wB97M-V/def2-TZVPD)
H 1.7444 1.6362 -0.3824
N 0.9563 1.3378 0.2014
C 0.9301 0.0520 0.2054
N 1.9105 -0.6807 -0.3617
C -0.2701 -0.6148 0.7565
Cl -1.7117 0.0571 -0.3020
H 2.7536 -0.2643 -0.7207
H 1.6095 -1.5865 -0.7916
H -0.5677 -0.2332 1.8141
H -0.4682 -1.7460 0.5657
```

(2)
The following is a DFT calculation (wB97M-V/def2-TZVPD) of an isolated molecule of C2H5ClN2.

## Properties
Orbital gap: 10.310 eV
Highest occupied orbital energy: -9.455 eV
SMILES: [H]/N=C/CNCl

XYZ file:
```
10
C2H5ClN2 (wB97M-V/def2-TZVPD)
H 2.8746 0.2134 0.2071
N 1.9906 -0.4771 0.1476
C 0.9438 0.1583 -0.1033
C -0.3429 -0.5274 -0.0782
N -1.3579 0.5592 -0.1003
Cl -2.9455 -0.1663 0.0046
H 0.9709 1.3245 -0.3403
H -0.4129 -1.1585 -0.9560
H -0.2748 -1.2750 0.7311
H -1.4459 1.3489 0.4877
```

Least stable = (2)